Entry 1:
A molecular structure, C4H2ClO2 at a distorted geometry. Source: OMol25; level of theory: ωB97M-V with the def2-TZVPD basis set.

CARTESIAN COORDINATES (ANGSTROEM)
C1 1.0486 0.1736 -0.0898
C2 0.1752 -0.8739 -0.1669
C3 -0.0153 1.1415 0.0223
C4 -1.0781 -0.0306 0.0300
O1 0.3152 -2.6492 0.0956
O2 -0.0206 2.3637 0.0014
Cl1 2.7831 0.2143 0.0570
H1 -1.6922 -0.1754 -0.8693
H2 -1.5159 -0.1639 0.9196

Forces on the atoms, in the same order (eV/Å):
0.02 -1.22 0.10
1.09 -6.56 2.50
0.43 1.24 -0.87
2.62 0.44 -4.26
-0.57 6.77 -1.35
-0.64 -0.86 0.39
-0.56 0.21 -0.22
-0.43 0.59 0.52
-1.95 -0.61 3.18

Kohn-Sham gap (alpha / beta) in Ha: 0.27700 / 0.27702
F_max in eV Å⁻¹: 7.102
DFT total energy in eV: -20794.5061
Charge: -1
LUMO energy (alpha / beta) in eV: 3.6395 / 3.6395

Charges computed using natural (NBO), reported in e: atom 1 (C): -0.3323, atom 2 (C): 0.4081, atom 3 (C): 0.5413, atom 4 (C): -0.5391, atom 5 (O): -0.8508, atom 6 (O): -0.6061, atom 7 (Cl): -0.0281, atom 8 (H): 0.2012, atom 9 (H): 0.2058

Entry 2:
A molecular structure, C17H15N6O7RuS2Te at a distorted geometry. Source: OMol25; level of theory: ωB97M-V with the def2-TZVPD basis set.

CARTESIAN COORDINATES (ANGSTROEM)
Ru1 -0.0545 0.4736 0.0352
O1 0.7023 -0.5799 3.8691
C1 0.9659 0.0533 2.8535
O2 0.1048 0.6274 2.1150
C2 2.4234 0.1078 2.4263
C3 3.3832 0.2208 3.4050
C4 4.7410 0.1033 3.0825
C5 5.1053 -0.3910 1.8304
C6 4.1306 -0.6235 0.8721
C7 2.7851 -0.1397 1.0692
O3 2.0028 -0.0017 0.0651
N1 4.4282 -1.4377 -0.2292
O4 3.5039 -2.1807 -0.6501
O5 5.5854 -1.5197 -0.6527
N2 5.7305 0.3748 4.0509
O6 6.9126 0.2634 3.7297
O7 5.3698 0.7153 5.1750
H1 3.0826 0.4090 4.4240
H2 6.1280 -0.6614 1.6105
S1 -0.0375 0.8551 -2.3244
C8 -0.6361 2.4379 -1.9889
S2 -1.1274 2.6889 -0.3246
C9 -0.7298 3.4651 -2.9068
C10 -1.1810 4.7401 -2.5401
N3 -1.5456 5.7988 -2.2734
C11 -0.3805 3.2992 -4.2519
N4 -0.1278 3.1782 -5.3679
C12 1.1325 -3.8291 -1.2871
C13 0.6589 -2.3667 -1.2407
N5 -0.1121 -2.1473 -0.0236
C14 -1.3685 -2.8644 -0.1183
C15 -1.0905 -4.3517 -0.4336
N6 0.3651 -4.5901 -0.2652
C16 0.7906 -4.1496 1.0840
C17 0.6341 -2.6151 1.1340
H3 2.1953 -3.8535 -1.0348
H4 0.9761 -4.2802 -2.2666
H5 0.0402 -2.0992 -2.0997
H6 1.5432 -1.7177 -1.2319
H7 -1.9729 -2.4048 -0.9040
H8 -1.9069 -2.7413 0.8230
H9 -1.3631 -4.5951 -1.4619
H10 -1.6388 -5.0057 0.2457
H11 0.5600 -5.5879 -0.3739
H12 1.8328 -4.4332 1.2343
H13 0.1748 -4.6502 1.8337
H14 1.6203 -2.1518 1.1173
H15 0.1242 -2.3027 2.0492
Te1 -2.6693 0.6862 0.0054

Forces on the atoms, in the same order (eV/Å):
-0.70 -0.68 -0.07
0.21 -0.21 0.62
-0.37 0.28 -0.54
-0.19 -0.25 0.29
0.09 -0.10 0.57
-0.27 0.14 -0.41
-0.58 -0.42 -1.34
0.15 -0.04 0.15
-0.37 0.89 1.23
-0.53 0.19 -1.01
0.99 0.00 0.62
0.54 -1.66 -1.14
1.35 0.81 0.24
-1.24 0.23 0.30
0.99 0.17 0.94
-0.34 0.02 0.11
0.14 -0.12 -0.42
-0.03 -0.03 0.04
0.02 0.05 0.09
-0.26 0.64 0.43
0.12 -0.78 -1.32
-0.13 -1.32 0.71
0.07 -0.53 0.82
-0.34 0.73 0.22
-0.08 0.23 0.08
0.24 -0.26 -0.73
0.10 -0.03 -0.24
0.51 0.49 -0.66
0.33 0.25 -0.33
0.33 0.87 -0.03
-0.26 0.41 0.02
-0.79 0.14 -0.09
0.11 -0.72 -0.10
0.28 0.28 0.82
0.16 0.14 0.36
-0.18 -0.31 0.06
-0.06 -0.15 0.09
-0.02 -0.06 0.08
-0.40 -0.13 -0.03
0.04 -0.08 0.04
0.04 -0.08 -0.01
0.15 -0.08 0.06
0.15 -0.09 -0.06
-0.06 0.25 0.04
-0.08 -0.11 -0.11
-0.03 -0.08 -0.18
-0.19 -0.10 -0.01
0.07 -0.03 -0.08
0.34 1.25 -0.13

Kohn-Sham gap (alpha / beta) in Ha: 0.17644 / 0.17687
F_max in eV Å⁻¹: 2.081
DFT total energy in eV: -72686.3863
Charge: -1
LUMO energy (alpha / beta) in eV: 0.6853 / 0.6857

Charges computed using natural (NBO), reported in e: atom 1 (Ru): 0.3813, atom 2 (O): -0.6937, atom 3 (C): 0.7706, atom 4 (O): -0.7345, atom 5 (C): -0.2657, atom 6 (C): -0.0922, atom 7 (C): -0.0794, atom 8 (C): -0.1049, atom 9 (C): -0.1216, atom 10 (C): 0.5209, atom 11 (O): -0.7036, atom 12 (N): 0.5307, atom 13 (O): -0.4873, atom 14 (O): -0.3846, atom 15 (N): 0.5245, atom 16 (O): -0.4207, atom 17 (O): -0.4075, atom 18 (H): 0.2592, atom 19 (H): 0.2599, atom 20 (S): -0.0668, atom 21 (C): -0.2123, atom 22 (S): 0.1655, atom 23 (C): -0.4607, atom 24 (C): 0.3025, atom 25 (N): -0.3598, atom 26 (C): 0.3162, atom 27 (N): -0.3582, atom 28 (C): -0.2670, atom 29 (C): -0.2869, atom 30 (N): -0.4137, atom 31 (C): -0.2470, atom 32 (C): -0.2504, atom 33 (N): -0.3351, atom 34 (C): -0.2488, atom 35 (C): -0.2805, atom 36 (H): 0.2603, atom 37 (H): 0.2193, atom 38 (H): 0.2304, atom 39 (H): 0.3083, atom 40 (H): 0.2469, atom 41 (H): 0.2292, atom 42 (H): 0.2225, atom 43 (H): 0.2216, atom 44 (H): 0.4321, atom 45 (H): 0.2334, atom 46 (H): 0.2172, atom 47 (H): 0.2582, atom 48 (H): 0.2661, atom 49 (Te): -0.0941